(1)
C11H16N2Si | wB97M-V/def2-TZVPD

Each line ends with the Löwdin charge.
Element x y z (Å)
C: -3.05004 0.78633 -3.77294  -0.071
C: -1.95262 0.21655 -4.41302  -0.140
C: -2.77646 0.64443 -2.48162  -0.046
C: -0.93018 -0.04593 0.05750  -0.121
C: 2.23673 -0.75276 -1.28468  0.020
C: -0.60350 -0.00352 -1.32021  0.008
C: 0.09278 -0.13400 0.99203  -0.213
C: -1.54733 -0.71454 2.82373  -0.167
C: 2.75133 -1.35267 1.65016  -0.214
C: 2.76229 1.61955 0.74292  -0.161
C: -0.25766 -0.21391 2.45201  -0.309
N: -1.00086 -0.23916 -3.58500  0.102
N: -1.44683 0.17249 -2.34883  -0.151
Si: 1.90461 -0.20134 0.46078  0.473
H: -3.99804 1.02121 -4.26946  0.115
H: -1.60665 0.17181 -5.42894  0.104
H: -3.33543 0.77243 -1.60454  0.104
H: -1.97496 -0.18497 0.39030  0.090
H: 2.92601 -0.16081 -1.85828  -0.074
H: -1.61381 -1.80211 2.80909  0.080
H: -2.31478 -0.22697 2.22804  0.054
H: -1.89334 -0.56631 3.98689  0.138
H: 3.03349 -0.93046 2.62672  0.035
H: 2.10753 -2.26727 1.84736  0.059
H: 3.69403 -1.51521 1.16172  0.016
H: 3.40204 1.95714 -0.00832  -0.023
H: 1.90846 2.32947 0.55290  0.030
H: 3.22682 1.63664 1.70760  -0.003
H: 0.48846 -0.85134 3.02490  0.120
H: -0.23207 0.83525 2.86119  0.145

Calculated values
2S+1 ... 1
LUMO level (alpha / beta) ... -0.912 / -0.914 eV
Orbital gap (alpha / beta) ... 6.821 / 6.625 eV
Total energy ... -22515.5601 eV
HOMO level (alpha / beta) ... -7.73 / -7.54 eV

***

(2)
C11H16NO2 | wB97M-V/def2-TZVPD

Each line ends with the Löwdin charge.
Element x y z (Å)
C: 1.56389 -3.93831 -1.33807  -0.080
C: 1.40935 -2.90936 -2.26252  -0.067
C: 1.08815 -3.67993 -0.06696  -0.088
C: 0.98705 -1.59891 -1.87468  -0.128
C: 0.57525 -2.43863 0.31816  -0.067
C: 0.48332 -1.47661 -0.67049  0.002
C: -2.76635 1.29106 0.10052  -0.132
C: -2.43429 0.94125 1.47234  -0.151
C: -0.57989 0.75494 0.15417  -0.308
C: 0.03281 3.06115 0.90846  0.050
C: 1.84735 1.38172 0.52425  0.040
N: 0.45792 1.84728 0.11880  -0.073
O: -1.59062 1.00837 -0.69857  0.001
O: -1.06975 0.47960 1.44024  -0.004
H: 2.04007 -4.94616 -1.62998  0.146
H: 1.49850 -2.94720 -3.38283  0.126
H: 1.17036 -4.55794 0.55234  0.110
H: 0.68651 -0.93312 -2.72428  0.128
H: 0.23826 -2.42417 1.33595  0.104
H: -3.61107 0.69324 -0.29497  0.145
H: -3.03967 2.32212 -0.19434  0.143
H: -2.44240 1.70827 2.29895  0.149
H: -3.30302 0.33398 1.77971  0.142
H: 0.40804 2.90464 1.85578  0.087
H: 0.40370 3.98484 0.56176  0.104
H: -1.00878 3.20079 0.98342  0.086
H: 2.15258 0.73660 -0.31757  0.101
H: 2.53253 2.25122 0.51519  0.117
H: 1.90160 0.91866 1.46708  0.096
H: 0.36860 2.03061 -0.93185  0.220

Calculated values
2S+1 ... 1
LUMO level (alpha / beta) ... -3.766 / -3.436 eV
Orbital gap (alpha / beta) ... 8.134 / 8.735 eV
Total energy ... -17239.3002 eV
HOMO level (alpha / beta) ... -11.90 / -12.17 eV
Charge ... +1

***

(3)
C11H16O2 | wB97M-V/def2-TZVPD

Each line ends with the Löwdin charge.
Element x y z (Å)
C: -3.28075 0.23275 -0.19275  -0.074
C: -2.01477 -1.37658 0.59721  -0.043
C: -2.01287 0.74754 -0.09603  -0.200
C: -1.20227 -0.28579 0.48004  -0.087
C: 2.69998 0.22054 0.12934  -0.059
C: 1.85863 1.45262 -0.33332  -0.058
C: 1.30610 0.06164 -0.24727  -0.482
C: -1.59815 2.15248 -0.57833  -0.015
C: 0.89888 -0.72722 -1.45667  -0.031
C: 0.71876 -1.96454 1.05492  -0.016
C: 0.34357 -0.51791 0.84498  -0.472
O: -3.32318 -1.08686 0.17532  -0.001
O: 0.59873 0.05308 2.08478  0.013
H: -4.08690 0.54961 -0.76498  0.108
H: -1.90044 -2.35134 1.04180  0.127
H: 3.46789 -0.08892 -0.62885  0.131
H: 2.96272 0.31667 1.14590  0.095
H: 1.53681 2.18857 0.34767  0.079
H: 1.82627 1.76563 -1.35903  0.094
H: -2.19714 2.24687 -1.45716  0.059
H: -1.84261 2.96728 0.19795  0.107
H: -0.52050 2.14400 -0.83004  0.056
H: -0.16655 -0.98411 -1.42885  0.088
H: 1.48992 -1.69496 -1.43041  0.105
H: 1.17034 -0.22678 -2.37970  0.085
H: 0.22583 -2.40269 1.86604  0.067
H: 1.88132 -1.95058 1.19434  0.138
H: 0.52761 -2.44093 0.05427  0.092
H: 0.63279 0.99993 1.96883  0.092

Calculated values
2S+1 ... 1
LUMO level ... 0.783 eV
Orbital gap ... 9.348 eV
Total energy ... -15758.6747 eV
HOMO level ... -8.57 eV
Structure (SMILES) ... Cc1cocc1[C@](C)(O)C1(C)CC1

***

Question: What is the formula in the second record?
Answer: C11H16NO2

***

Question: What is the total energy in the second record?
Answer: -17239.3002 eV

***

Question: Look up the 2S+1 of the first one.
Answer: 1